No. 1
This record from the Open Molecules 2025 dataset describes a cluster of 3 separate species, C3H10O3 in total at a distorted geometry. The level of theory is ωB97M-V/def2-TZVPD.

SMILES	C=C(C)O.O.O
highest occupied orbital energy	-8.6971	eV
molecular weight	94.1	g/mol
E_tot	-9414.5127	eV
LUMO	0.7	eV
2S+1	1

Positions of all 16 atoms, in Å:
C 2.6561 1.4362 -0.3803
C 1.8039 0.6405 0.2761
C 2.1783 -0.5929 1.0237
O 0.4792 0.9954 0.2031
H 3.7306 1.3696 -0.2958
H 2.3039 2.0094 -1.2322
H 2.0160 -0.4724 2.0980
H 3.2495 -0.8136 0.9630
H 1.7276 -1.4232 0.4829
H -0.0723 0.2115 0.3632
O -1.9121 -0.6636 -1.9076
H -1.2564 0.0431 -1.8417
H -1.4623 -1.3079 -2.4676
O -3.6918 -1.0186 0.9322
H -3.6817 -1.9647 1.1617
H -4.6057 -0.7671 1.0931

Forces on atoms 1 to 2 (eV/Å):
C -0.02 -0.57 -0.62
C 0.89 1.15 -0.67

***

No. 2
This record from the Open Molecules 2025 dataset describes a cluster of 3 separate species, C3H10O3 in total at a distorted geometry. The level of theory is ωB97M-V/def2-TZVPD.

SMILES	CCC=O.O.O
highest occupied orbital energy	-10.3100	eV
molecular weight	94.1	g/mol
E_tot	-9413.1896	eV
LUMO	0.3	eV
2S+1	1

Positions of all 16 atoms, in Å:
C -0.3162 -1.5207 0.1624
C 1.1110 -1.9835 0.7476
C 2.2180 -1.0312 1.2671
O 2.0361 0.0036 1.9690
H -1.1623 -1.3258 0.9083
H -0.1831 -0.5418 -0.3487
H -0.8581 -2.0560 -0.5966
H 1.7284 -2.2348 -0.1447
H 0.9808 -2.7933 1.5948
H 3.3175 -1.0731 0.8035
O -2.7656 4.0102 -5.4432
H -3.1057 4.2084 -4.4926
H -2.3766 3.0955 -5.5665
O -0.2849 1.0223 3.4454
H 0.1896 0.3445 2.8728
H -0.5287 1.8755 2.8212

Forces on atoms 1 to 2 (eV/Å):
C -0.10 2.57 1.76
C 0.06 -0.93 -0.05

***

No. 3
This record from the Open Molecules 2025 dataset describes a cluster of 3 separate species, C3H10O4 in total at a distorted geometry. The level of theory is ωB97M-V/def2-TZVPD.

SMILES	O=CCCO.O.O
highest occupied orbital energy	-10.0252	eV
molecular weight	110.1	g/mol
E_tot	-11462.2535	eV
LUMO	0.4	eV
2S+1	1

Positions of all 17 atoms, in Å:
O 2.8384 1.1681 1.6529
C 1.8056 0.6136 1.8825
C 0.8542 0.2254 0.7630
C 0.6033 -1.2681 0.8728
O -0.0868 -1.6932 -0.3089
H 1.4440 0.3339 2.8936
H 1.2198 0.4372 -0.2401
H -0.1100 0.7446 0.7985
H 0.0231 -1.6578 1.7192
H 1.5845 -1.7448 0.9356
H 0.1157 -2.6176 -0.5321
O -2.0133 1.6804 -2.8713
H -1.5102 1.2332 -3.5119
H -2.2559 1.1026 -2.1561
O -2.6240 -0.3267 -0.8880
H -3.3756 -0.6065 -1.3785
H -2.2737 -1.0992 -0.4456

Forces on atoms 1 to 2 (eV/Å):
O 0.60 0.15 0.56
C -1.05 0.21 -1.19

***

No. 4
This record from the Open Molecules 2025 dataset describes a cluster of 2 separate species, C3H10OP2 in total at a distorted geometry. The level of theory is ωB97M-V/def2-TZVPD.

SMILES	O=[PH2]P.C=CC
highest occupied orbital energy	-9.5678	eV
molecular weight	124.1	g/mol
E_tot	-23895.9812	eV
LUMO	0.7	eV
2S+1	1

Positions of all 16 atoms, in Å:
O -0.0389 -0.7541 1.5200
P 1.2913 -0.2503 1.2184
P 2.6173 -0.1708 2.8328
H 1.4011 1.0284 0.4266
H 2.0037 -1.0726 0.2669
H 2.1686 -1.5092 3.1558
H 1.4279 0.4459 3.4104
C 0.1408 0.4988 -1.8468
C -0.8709 -0.2019 -1.4320
C -2.2503 0.3576 -0.9995
H -0.0279 1.4401 -2.3499
H 1.0132 -0.0635 -2.0262
H -0.8204 -1.1913 -1.0715
H -2.6792 -0.0509 -0.1450
H -2.3657 1.4417 -1.1891
H -3.0106 0.0521 -1.7709

Forces on atoms 1 to 2 (eV/Å):
O -1.73 -0.33 0.49
P 1.35 0.71 -3.60

***

No. 5
This record from the Open Molecules 2025 dataset describes a cluster of 2 separate species, C3H10OS in total. The level of theory is ωB97M-V/def2-TZVPD.

SMILES	CSC.CO
highest occupied orbital energy	-8.8961	eV
molecular weight	94.2	g/mol
E_tot	-16155.2171	eV
LUMO	0.9	eV
2S+1	1

Positions of all 15 atoms, in Å:
C -0.3799 -1.9497 -0.0284
S 1.1278 -1.0557 0.3836
C 1.4904 -0.3970 -1.2524
H -0.7530 -2.4321 0.8907
H -0.1921 -2.7307 -0.7843
H -1.1601 -1.2703 -0.4108
H 1.6460 -1.2047 -1.9872
H 0.6780 0.2557 -1.6137
H 2.4160 0.1989 -1.1833
C -0.9598 2.0601 1.1473
O -0.7650 1.0494 0.1630
H -1.7571 2.7208 0.7671
H -0.0508 2.6633 1.3099
H -1.2819 1.6413 2.1156
H -0.0585 0.4505 0.4830

Forces on atoms 1 to 2 (eV/Å):
C -0.58 -0.45 -0.14
S 0.51 -0.79 -0.22

***

No. 6
This record from the Open Molecules 2025 dataset describes a cluster of 2 separate species, C3H10OS2 in total. The level of theory is ωB97M-V/def2-TZVPD.

SMILES	CCO.CSS
highest occupied orbital energy	-8.9976	eV
molecular weight	126.2	g/mol
E_tot	-26990.6029	eV
LUMO	0.7	eV
2S+1	1

Positions of all 16 atoms, in Å:
C -4.0359 -0.4415 1.8711
C -2.8351 0.4733 1.7540
O -3.1217 1.7356 1.1751
H -4.6672 -0.4071 0.9831
H -3.7621 -1.4670 2.0455
H -4.6456 -0.1712 2.7285
H -2.0848 0.0482 1.1263
H -2.4126 0.5871 2.7519
H -4.0666 1.9185 1.1882
C 5.1158 -0.0475 -1.5184
S 4.3270 -1.5309 -2.1690
S 3.7335 -1.0534 -4.0222
H 5.4289 0.6512 -2.2820
H 6.0102 -0.3525 -0.9773
H 4.4225 0.4117 -0.8151
H 2.5939 -0.3546 -3.8398

Forces on atoms 1 to 2 (eV/Å):
C -0.40 0.32 0.00
C -0.54 0.00 0.27